No. 1
The following is a quantum chemistry calculation of C50H31F3N5PbS as an isolated structure, from the Open Molecules 2025 dataset.

Computed properties:
E_LUMO = 1.29 eV
HOMO-LUMO gap = 0.19254 Eh
HOMO = -3.954 eV

Structure (ORCA input):
```
! RIJCOSX wB97M-V def2-TZVPD def2/J DEFGRID3
* xyz -1 1
Pb -0.128 0.352 -0.376
C 4.091 -5.512 -3.380
C 4.115 -4.150 -3.653
C 3.325 -3.278 -2.917
C 2.494 -3.753 -1.903
C 2.483 -5.118 -1.632
C 3.276 -5.993 -2.364
C 1.634 -2.794 -1.140
C 2.298 -1.978 -0.203
C 3.687 -2.128 0.195
C 3.929 -1.187 1.140
C 2.688 -0.455 1.331
N 1.749 -0.959 0.497
C 2.494 0.605 2.236
C 1.276 1.236 2.546
C 1.084 2.171 3.639
C -0.237 2.471 3.674
C -0.869 1.719 2.606
C -2.252 1.682 2.345
C -3.117 2.611 3.135
C -3.686 3.720 2.511
C -4.496 4.594 3.223
C -4.752 4.369 4.569
C -4.193 3.265 5.199
C -3.380 2.394 4.486
C -2.918 0.825 1.450
N -2.335 -0.007 0.554
C -3.307 -0.723 -0.060
C -3.116 -1.748 -1.009
C -4.349 -2.262 -1.680
C -4.792 -3.570 -1.495
C -5.933 -4.030 -2.139
C -6.649 -3.188 -2.979
C -6.222 -1.879 -3.161
C -5.084 -1.419 -2.514
C -1.891 -2.349 -1.362
C -1.726 -3.467 -2.277
C -0.404 -3.756 -2.311
C 0.255 -2.818 -1.419
N -0.675 -1.984 -0.893
C -4.597 -0.311 0.466
C -4.357 0.643 1.395
N 0.081 1.018 1.941
C 3.698 1.083 2.984
C 4.291 2.296 2.640
C 5.416 2.751 3.315
C 5.961 2.000 4.348
C 5.372 0.794 4.703
C 4.249 0.340 4.024
H 4.701 -6.195 -3.958
H 4.747 -3.766 -4.445
H 3.336 -2.215 -3.129
H 1.846 -5.491 -0.838
H 3.256 -7.053 -2.142
H 4.372 -2.872 -0.183
H 4.852 -1.015 1.672
H 1.857 2.528 4.303
H -0.741 3.125 4.368
H -3.483 3.889 1.460
H -4.925 5.455 2.725
H -5.385 5.050 5.125
H -4.392 3.080 6.247
H -2.947 1.528 4.973
H -4.238 -4.223 -0.833
H -6.265 -5.050 -1.984
H -7.532 -3.549 -3.490
H -6.774 -1.214 -3.815
H -4.743 -0.400 -2.658
H -2.517 -3.959 -2.820
H 0.086 -4.528 -2.884
H -5.550 -0.732 0.183
H -5.076 1.156 2.016
H 3.862 2.879 1.833
H 5.868 3.694 3.032
H 6.838 2.354 4.875
H 5.786 0.207 5.514
H 3.786 -0.600 4.302
F -0.042 5.478 -3.688
C 0.550 4.575 -4.480
F 1.307 5.304 -5.348
F -0.408 4.018 -5.232
C 1.388 3.573 -3.736
C 2.738 3.507 -4.017
C 3.550 2.595 -3.360
C 2.936 1.775 -2.431
N 1.642 1.818 -2.145
C 0.810 2.701 -2.762
S -0.859 2.719 -2.342
H 3.161 4.175 -4.754
H 4.610 2.527 -3.562
H 3.510 1.033 -1.877
*
```

How is the electron density shared among the atoms? According to Mulliken, the charges in e are:
1. Pb 1.35
2. C -0.38
3. C -0.80
4. C 0.08
5. C -0.72
6. C 0.11
7. C -0.78
8. C 1.56
9. C 0.07
10. C -1.35
11. C -1.09
12. C 0.01
13. N -0.24
14. C 1.54
15. C -0.05
16. C -1.38
17. C -1.08
18. C 0.21
19. C 1.42
20. C -0.64
21. C 0.09
22. C -0.84
23. C -0.33
24. C -0.78
25. C 0.07
26. C -0.05
27. N -0.04
28. C 0.07
29. C 1.49
30. C -0.38
31. C -0.13
32. C -0.77
33. C -0.35
34. C -0.84
35. C -0.06
36. C 0.14
37. C -1.18
38. C -1.28
39. C 0.14
40. N -0.26
41. C -1.24
42. C -1.23
43. N -0.02
44. C -0.55
45. C 0.13
46. C -0.87
47. C -0.33
48. C -0.81
49. C 0.18
50. H 0.36
51. H 0.38
52. H 0.52
53. H 0.45
54. H 0.37
55. H 0.44
56. H 0.48
57. H 0.42
58. H 0.47
59. H 0.54
60. H 0.38
61. H 0.37
62. H 0.37
63. H 0.45
64. H 0.48
65. H 0.37
66. H 0.37
67. H 0.38
68. H 0.50
69. H 0.50
70. H 0.44
71. H 0.47
72. H 0.45
73. H 0.51
74. H 0.38
75. H 0.37
76. H 0.38
77. H 0.44
78. F -0.23
79. C 0.58
80. F -0.33
81. F -0.23
82. C -0.13
83. C -0.05
84. C -0.99
85. C -0.36
86. N -0.03
87. C 0.04
88. S -0.48
89. H 0.46
90. H 0.40
91. H 0.48

=====

No. 2
The following is a quantum chemistry calculation of C50H33N4ScSe as an isolated structure in a non-equilibrium geometry, from the Open Molecules 2025 dataset.

Computed properties:
E_LUMO = -1.33 eV
HOMO-LUMO gap = 0.21318 Eh
HOMO = -7.129 eV

Structure (ORCA input):
```
! RIJCOSX wB97M-V def2-TZVPD def2/J DEFGRID3
* xyz 0 1
Sc -0.051 0.294 -0.285
C -0.711 7.874 -1.549
C 0.338 7.233 -0.904
C 0.320 5.853 -0.750
C -0.740 5.094 -1.238
C -1.789 5.744 -1.881
C -1.776 7.125 -2.036
C -0.719 3.603 -1.056
C -1.410 3.078 0.040
C -2.157 3.851 1.010
C -2.573 2.994 1.969
C -2.088 1.679 1.615
N -1.423 1.772 0.422
C -2.209 0.533 2.404
C -1.715 -0.743 2.107
C -1.791 -1.892 2.969
C -1.196 -2.918 2.327
C -0.748 -2.426 1.050
C -0.109 -3.173 0.057
C 0.031 -4.645 0.301
C 1.293 -5.227 0.369
C 1.437 -6.588 0.602
C 0.311 -7.385 0.766
C -0.954 -6.815 0.695
C -1.091 -5.452 0.463
C 0.401 -2.676 -1.152
N 0.453 -1.364 -1.525
C 1.068 -1.284 -2.745
C 1.357 -0.107 -3.444
C 2.154 -0.223 -4.713
C 1.570 0.098 -5.935
C 2.293 0.010 -7.117
C 3.618 -0.401 -7.092
C 4.210 -0.728 -5.878
C 3.482 -0.642 -4.699
C 0.985 1.190 -3.066
C 1.393 2.412 -3.720
C 0.813 3.435 -3.061
C 0.042 2.871 -1.983
N 0.170 1.512 -2.020
C 1.391 -2.618 -3.177
C 0.989 -3.470 -2.202
N -1.077 -1.100 0.957
C -2.884 0.702 3.734
C -2.188 1.325 4.765
C -2.769 1.494 6.015
C -4.060 1.037 6.243
C -4.763 0.413 5.219
C -4.176 0.245 3.971
H -0.698 8.949 -1.672
H 1.171 7.807 -0.519
H 1.137 5.353 -0.243
H -2.620 5.164 -2.265
H -2.597 7.619 -2.539
H -2.329 4.915 0.958
H -3.153 3.228 2.847
H -2.227 -1.908 3.956
H -1.054 -3.920 2.697
H 2.167 -4.600 0.243
H 2.425 -7.025 0.657
H 0.419 -8.447 0.948
H -1.836 -7.431 0.816
H -2.077 -5.006 0.403
H 0.534 0.416 -5.956
H 1.819 0.262 -8.058
H 4.188 -0.464 -8.010
H 5.244 -1.047 -5.848
H 3.950 -0.891 -3.753
H 2.049 2.474 -4.574
H 0.902 4.488 -3.280
H 1.851 -2.871 -4.119
H 1.063 -4.546 -2.206
H -1.181 1.682 4.579
H -2.214 1.980 6.807
H -4.518 1.168 7.215
H -5.770 0.057 5.392
H -4.722 -0.242 3.171
Se 2.104 0.956 0.938
C 2.078 -0.524 2.101
C 1.467 -0.436 3.356
C 1.475 -1.511 4.236
C 2.101 -2.699 3.887
C 2.715 -2.801 2.646
C 2.700 -1.731 1.758
H 0.983 0.489 3.647
H 0.988 -1.420 5.200
H 2.110 -3.536 4.574
H 3.217 -3.722 2.372
H 3.188 -1.826 0.794
*
```

How is the electron density shared among the atoms? According to Mulliken, the charges in e are:
1. Sc 0.70
2. C -0.36
3. C -0.85
4. C 0.23
5. C -0.93
6. C 0.15
7. C -0.80
8. C 1.48
9. C 0.21
10. C -1.22
11. C -1.15
12. C 0.45
13. N -0.13
14. C 1.39
15. C 0.34
16. C -1.57
17. C -1.22
18. C 0.53
19. C 1.06
20. C -0.32
21. C -0.14
22. C -1.03
23. C -0.45
24. C -0.81
25. C -0.19
26. C 0.48
27. N -0.01
28. C 0.22
29. C 1.40
30. C -0.55
31. C 0.02
32. C -0.82
33. C -0.37
34. C -0.87
35. C 0.03
36. C 0.29
37. C -1.21
38. C -1.20
39. C 0.25
40. N -0.26
41. C -1.43
42. C -1.17
43. N -0.37
44. C -0.71
45. C 0.16
46. C -0.96
47. C -0.38
48. C -0.82
49. C 0.14
50. H 0.38
51. H 0.39
52. H 0.53
53. H 0.46
54. H 0.39
55. H 0.49
56. H 0.49
57. H 0.53
58. H 0.59
59. H 0.72
60. H 0.41
61. H 0.39
62. H 0.41
63. H 0.47
64. H 0.44
65. H 0.39
66. H 0.39
67. H 0.39
68. H 0.49
69. H 0.52
70. H 0.49
71. H 0.54
72. H 0.58
73. H 0.45
74. H 0.40
75. H 0.38
76. H 0.39
77. H 0.45
78. Se -0.26
79. C -0.18
80. C -0.05
81. C -0.58
82. C -0.60
83. C -0.45
84. C -0.23
85. H 0.50
86. H 0.40
87. H 0.41
88. H 0.43
89. H 0.41

=====

No. 3
The following is a quantum chemistry calculation of C50H34CrN5O3S as an isolated structure in a non-equilibrium geometry, from the Open Molecules 2025 dataset.

Computed properties:
E_LUMO (spin up / spin down) = 1.08 / 0.85 eV
HOMO-LUMO gap (spin up / spin down) = 0.20693 / 0.20536 Eh
relative energy (zero: lowest compared OMol25 entry of this formula, charge and spin) = 0.0 kJ/mol
⟨S²⟩ = 6.0291
HOMO (spin up / spin down) = -4.554 / -4.740 eV

Structure (ORCA input):
```
! RIJCOSX wB97M-V def2-TZVPD def2/J DEFGRID3
* xyz -1 5
Cr 0.119 -0.465 0.199
C 5.856 -3.063 4.207
C 5.975 -3.520 2.905
C 4.991 -3.261 1.961
C 3.867 -2.533 2.337
C 3.734 -2.110 3.662
C 4.725 -2.362 4.588
C 2.766 -2.114 1.448
C 2.994 -1.251 0.372
C 4.230 -1.096 -0.335
C 3.962 -0.320 -1.417
C 2.592 0.087 -1.314
N 2.014 -0.514 -0.231
C 1.955 1.047 -2.099
C 0.764 1.674 -1.698
C 0.381 2.984 -2.108
C -0.692 3.338 -1.347
C -1.022 2.204 -0.541
C -2.171 2.034 0.240
C -3.063 3.175 0.520
C -3.575 4.008 -0.473
C -4.377 5.088 -0.153
C -4.705 5.343 1.167
C -4.222 4.512 2.165
C -3.404 3.445 1.847
C -2.539 0.772 0.736
N -1.740 -0.337 0.753
C -2.528 -1.384 1.151
C -2.039 -2.658 1.460
C -2.972 -3.779 1.687
C -3.920 -3.792 2.704
C -4.792 -4.858 2.839
C -4.734 -5.926 1.960
C -3.777 -5.935 0.958
C -2.903 -4.873 0.826
C -0.674 -2.909 1.622
C -0.128 -4.007 2.361
C 1.204 -3.766 2.496
C 1.479 -2.565 1.765
N 0.322 -2.050 1.264
C -3.871 -0.935 1.328
C -3.867 0.412 1.122
N -0.092 1.217 -0.745
C 2.512 1.502 -3.386
C 3.742 2.134 -3.526
C 4.168 2.569 -4.768
C 3.374 2.384 -5.887
C 2.140 1.771 -5.758
C 1.716 1.331 -4.520
H 6.637 -3.261 4.929
H 6.840 -4.094 2.614
H 5.093 -3.650 0.956
H 2.848 -1.560 3.950
H 4.609 -2.012 5.604
H 5.150 -1.584 -0.087
H 4.646 -0.031 -2.190
H 0.893 3.575 -2.842
H -1.197 4.282 -1.344
H -3.362 3.789 -1.507
H -4.747 5.734 -0.939
H -5.345 6.177 1.418
H -4.480 4.706 3.197
H -3.017 2.803 2.625
H -3.958 -2.972 3.404
H -5.527 -4.857 3.632
H -5.418 -6.756 2.061
H -3.710 -6.772 0.276
H -2.152 -4.890 0.049
H -0.699 -4.825 2.760
H 1.942 -4.370 2.990
H -4.705 -1.552 1.597
H -4.699 1.089 1.185
H 4.344 2.314 -2.649
H 5.120 3.069 -4.869
H 3.705 2.734 -6.855
H 1.507 1.645 -6.626
H 0.749 0.861 -4.411
N -0.250 -1.890 -1.901
C 0.872 -2.752 -1.955
C 1.956 -2.456 -2.776
C 3.123 -3.194 -2.672
C 3.209 -4.218 -1.757
C 2.115 -4.571 -0.998
C 0.935 -3.857 -1.109
S 4.796 -5.012 -1.402
O 4.546 -5.820 -0.213
O 5.142 -5.778 -2.594
O 5.679 -3.873 -1.147
H -1.110 -2.386 -1.689
H -0.347 -1.325 -2.739
H 1.895 -1.618 -3.457
H 3.980 -2.969 -3.284
H 2.234 -5.395 -0.312
H 0.075 -4.122 -0.510
*
```

How is the electron density shared among the atoms? According to Mulliken, the charges in e are:
1. Cr 0.34
2. C -0.40
3. C -1.19
4. C 0.33
5. C -0.20
6. C -0.29
7. C -0.86
8. C 0.51
9. C 0.09
10. C -1.06
11. C -1.24
12. C 0.11
13. N 0.72
14. C 1.08
15. C 0.04
16. C -1.30
17. C -1.40
18. C -0.08
19. C 1.05
20. C 0.00
21. C -0.44
22. C -0.82
23. C -0.35
24. C -0.83
25. C -0.17
26. C 0.04
27. N 0.65
28. C -0.27
29. C 1.56
30. C -0.25
31. C -0.14
32. C -0.84
33. C -0.41
34. C -0.92
35. C 0.29
36. C -0.25
37. C -1.51
38. C -1.37
39. C 0.09
40. N 0.77
41. C -1.46
42. C -1.33
43. N 0.47
44. C -0.35
45. C -0.02
46. C -0.91
47. C -0.43
48. C -0.97
49. C 0.19
50. H 0.38
51. H 0.48
52. H 0.55
53. H 0.42
54. H 0.38
55. H 0.46
56. H 0.72
57. H 0.56
58. H 0.71
59. H 0.64
60. H 0.36
61. H 0.38
62. H 0.38
63. H 0.49
64. H 0.56
65. H 0.36
66. H 0.38
67. H 0.42
68. H 0.32
69. H 0.52
70. H 0.67
71. H 0.67
72. H 0.53
73. H 0.55
74. H 0.41
75. H 0.38
76. H 0.39
77. H 0.41
78. N -0.06
79. C -0.24
80. C -0.55
81. C -0.64
82. C -0.04
83. C -0.56
84. C -0.11
85. S 1.39
86. O -0.71
87. O -0.78
88. O -0.67
89. H 0.33
90. H 0.31
91. H 0.42
92. H 0.40
93. H 0.47
94. H 0.26

=====

No. 4
The following is a quantum chemistry calculation of C50H35BrF4N5P2Tc as an isolated structure, from the Open Molecules 2025 dataset.

Computed properties:
E_LUMO (spin up / spin down) = -8.91 / -8.90 eV
HOMO-LUMO gap (spin up / spin down) = 0.20702 / 0.21256 Eh
relative energy (zero: lowest compared OMol25 entry of this formula, charge and spin) = 234.4 kJ/mol
⟨S²⟩ = 0.7591
HOMO (spin up / spin down) = -14.545 / -14.680 eV

Structure (ORCA input):
```
! RIJCOSX wB97M-V def2-TZVPD def2/J DEFGRID3
* xyz 3 2
Tc -0.661 -1.019 0.136
N 0.499 -0.324 4.180
C -0.101 -0.786 3.106
N 0.048 -0.275 1.899
C 0.891 0.848 1.732
N 0.904 1.439 0.596
N 0.094 0.771 -0.327
C -0.243 1.667 -1.398
C -0.454 0.937 -2.688
C 0.368 1.151 -3.778
C 0.144 0.472 -4.965
C -0.927 -0.407 -5.050
C -1.725 -0.592 -3.948
N -1.473 0.045 -2.778
C 1.669 1.311 2.881
C 2.615 2.332 2.790
C 3.297 2.744 3.917
C 3.045 2.145 5.154
C 2.116 1.129 5.263
C 1.442 0.723 4.118
H 0.317 -0.774 5.066
H -0.754 -1.642 3.230
H 0.518 2.439 -1.529
H 1.178 1.858 -3.678
H 0.790 0.639 -5.816
H -1.167 -0.934 -5.962
H -2.604 -1.216 -3.978
H 2.805 2.785 1.827
H 4.031 3.534 3.845
H 3.583 2.472 6.033
H 1.923 0.655 6.217
F -0.447 -8.029 1.441
C -0.081 -6.809 1.129
C 1.219 -6.555 0.714
F 2.089 -7.538 0.639
C 1.593 -5.259 0.388
F 2.855 -5.055 0.025
C 0.701 -4.198 0.450
P 1.173 -2.495 0.006
C 1.879 -2.620 -1.650
C 0.992 -2.548 -2.723
C 1.437 -2.749 -4.020
C 2.783 -2.997 -4.255
C 3.675 -3.054 -3.193
C 3.227 -2.878 -1.893
C 2.481 -2.040 1.161
C 2.545 -2.632 2.422
C 3.518 -2.232 3.325
C 4.426 -1.238 2.977
C 4.356 -0.640 1.726
C 3.383 -1.034 0.820
C -0.586 -4.487 0.882
Br -1.877 -3.084 1.076
C -0.991 -5.761 1.219
F -2.227 -6.004 1.629
H -0.069 -2.382 -2.534
H 0.740 -2.737 -4.848
H 3.135 -3.163 -5.264
H 4.721 -3.259 -3.375
H 3.929 -2.955 -1.074
H 1.858 -3.425 2.697
H 3.586 -2.715 4.291
H 5.197 -0.943 3.675
H 5.066 0.129 1.452
H 3.336 -0.557 -0.152
C -4.040 5.371 -3.541
C -4.053 5.542 -2.165
C -3.349 4.671 -1.349
C -2.624 3.621 -1.917
C -2.618 3.451 -3.309
C -3.320 4.328 -4.115
P -1.834 2.437 -0.853
C -1.547 3.101 0.764
C -0.832 4.302 0.818
C -0.541 4.869 2.046
C -0.969 4.250 3.215
C -1.674 3.056 3.162
C -1.961 2.473 1.937
C -2.793 0.910 -0.818
C -3.958 0.795 -0.078
C -4.696 -0.391 -0.070
C -4.253 -1.479 -0.790
C -3.121 -1.369 -1.605
C -2.425 -0.173 -1.655
H -4.590 6.054 -4.174
H -4.610 6.358 -1.725
H -3.359 4.818 -0.276
H -2.059 2.652 -3.778
H -3.306 4.206 -5.189
H -0.505 4.800 -0.087
H 0.010 5.798 2.092
H -0.754 4.707 4.172
H -2.011 2.584 4.075
H -2.482 1.526 1.912
H -4.304 1.639 0.506
H -5.605 -0.456 0.512
H -4.795 -2.414 -0.768
H -2.818 -2.220 -2.201
*
```

How is the electron density shared among the atoms? According to Mulliken, the charges in e are:
1. Tc -0.58
2. N 0.35
3. C -1.44
4. N 0.94
5. C 1.18
6. N -1.54
7. N 1.77
8. C -1.50
9. C 0.08
10. C -0.86
11. C -0.77
12. C -1.16
13. C 0.03
14. N 1.28
15. C 0.86
16. C -0.69
17. C -0.98
18. C -0.77
19. C -1.03
20. C 0.17
21. H 0.32
22. H 0.43
23. H 0.88
24. H 0.64
25. H 0.56
26. H 0.61
27. H 0.73
28. H 0.54
29. H 0.53
30. H 0.49
31. H 0.54
32. F -0.24
33. C 0.59
34. C 0.27
35. F -0.25
36. C 0.31
37. F -0.33
38. C -0.77
39. P 2.20
40. C 0.46
41. C -0.56
42. C -0.77
43. C -0.74
44. C -0.89
45. C -0.14
46. C 0.44
47. C -0.49
48. C -1.03
49. C -0.63
50. C -1.01
51. C -0.43
52. C 0.22
53. Br -0.03
54. C 0.25
55. F -0.30
56. H 0.20
57. H 0.61
58. H 0.45
59. H 0.48
60. H 0.47
61. H 0.54
62. H 0.52
63. H 0.51
64. H 0.51
65. H 0.56
66. C -0.56
67. C -0.89
68. C -0.62
69. C 0.75
70. C -0.15
71. C -1.04
72. P 2.97
73. C 0.47
74. C -0.48
75. C -1.15
76. C -0.60
77. C -0.90
78. C -0.17
79. C 1.81
80. C -0.37
81. C -1.04
82. C -1.47
83. C 0.27
84. C -3.29
85. H 0.44
86. H 0.45
87. H 0.45
88. H 0.32
89. H 0.50
90. H 0.55
91. H 0.47
92. H 0.50
93. H 0.53
94. H 0.40
95. H 0.62
96. H 0.50
97. H 0.56
98. H 0.63